Below is a structure of composition C24H53AsHgN7OSi2 in a non-equilibrium geometry, with properties calculated with ωB97M-V/def2-TZVPD.

XYZ file:
```
89
Properties=species:S:1:pos:R:3:forces:R:3
Hg -0.17240 -1.06777 0.12099 0.30 0.26 0.76
As -2.15462 -1.47147 -1.30838 -0.07 0.09 0.03
Si -3.16330 1.37654 -0.54497 -0.51 0.39 -0.17
Si -3.27934 -2.83263 0.19157 -0.17 -0.63 0.61
O 0.72084 1.65099 -0.12611 0.10 -0.22 0.06
N 2.48353 -1.22154 -0.07938 -0.58 0.18 0.40
N 0.93540 3.60848 -1.18926 0.05 0.09 0.10
N -0.53484 0.35971 3.77180 0.00 -0.05 0.22
N 4.51535 -0.86047 -1.36444 -0.05 -0.04 -0.03
N 0.82664 -1.06396 4.85803 -0.24 -0.01 -0.11
N 0.97795 -0.83525 2.47142 -0.78 -0.23 -0.88
N 2.61742 -1.47130 -2.37535 0.19 -0.02 -0.11
C -3.83437 1.46880 -2.33794 0.21 -0.13 0.17
C 0.86812 4.49117 -2.33888 0.20 -0.15 -0.22
C 3.01111 -0.84963 1.21902 0.32 -0.14 -0.05
C 3.64933 -1.67261 -3.37156 0.08 -0.02 0.07
C -3.60062 -2.10157 1.92124 0.08 0.11 -0.29
C -1.09933 0.27702 5.10103 -0.09 -0.17 0.04
C 0.62497 2.29169 -1.16662 -0.10 0.08 0.03
C 1.35694 1.65325 -3.49042 -0.11 0.21 -0.12
C 0.45089 -0.56542 3.60462 0.10 0.19 0.17
C 2.22304 -1.53830 2.32572 0.18 0.10 0.11
C 1.91096 4.16299 -3.41233 -0.24 -0.03 -0.08
C 0.95122 -2.50517 5.03208 0.17 -0.01 -0.01
C 4.80805 -0.87691 -2.78967 -0.02 -0.01 -0.11
C -4.77515 1.17172 0.47283 0.22 -0.16 -0.05
C 0.20187 1.67857 -2.47771 0.16 -0.19 0.06
C -2.40224 -4.49126 0.54480 -0.01 0.26 -0.16
C 1.39060 -2.23146 -2.47657 0.03 0.18 0.05
C 1.52343 2.95873 -4.27101 0.18 -0.05 0.18
C 0.06785 -0.33275 5.87768 0.09 0.22 0.01
C 5.32186 0.04069 -0.55981 -0.09 -0.05 0.19
C -2.70890 3.21775 -0.16655 0.13 -0.17 -0.03
C 3.17207 -1.16022 -1.15120 0.15 0.00 -0.51
C -1.22229 1.03987 2.70311 0.01 -0.04 -0.18
C -4.95687 -3.28893 -0.57063 0.25 0.28 -0.07
H 2.02190 5.03483 -4.06230 0.05 0.00 0.02
H -1.98891 -0.36864 5.11920 0.00 0.06 0.01
H -2.65395 -1.94568 2.44670 0.05 -0.01 0.00
H 2.87488 3.97986 -2.92971 0.02 0.07 0.02
H 0.95450 -2.99991 4.06417 0.03 -0.01 0.00
H -4.36950 0.54709 -2.57431 0.00 -0.01 -0.02
H -0.52375 1.24461 1.89250 -0.03 0.05 0.00
H -4.52031 2.30986 -2.46805 -0.02 0.07 0.05
H 1.16817 0.84952 -4.20448 0.03 -0.05 0.03
H -4.59982 1.24880 1.54803 0.02 -0.02 0.04
H -0.24740 -0.99672 6.68062 0.00 -0.01 -0.03
H -2.08614 -4.96361 -0.38644 0.03 0.00 -0.03
H 5.77710 -1.33994 -2.98299 -0.02 0.03 -0.02
H 1.37776 -3.06906 -1.77298 -0.05 -0.01 -0.01
H -1.61562 1.98470 3.08010 0.03 0.02 -0.02
H 1.24018 3.98866 -0.30781 -0.05 -0.04 0.04
H -5.47821 -4.05080 0.00988 0.05 -0.03 0.10
H 2.28703 1.40957 -2.96745 0.01 -0.08 -0.03
H -1.51116 -4.33348 1.15752 0.05 0.03 -0.01
H 4.82763 0.14421 -3.19409 -0.02 -0.01 0.04
H 3.90554 -2.73548 -3.47587 -0.01 0.02 0.02
H -0.65203 2.22616 -2.88487 -0.04 -0.02 -0.01
H 1.29952 -2.61225 -3.49208 -0.02 0.01 -0.02
H 0.69668 0.45408 6.30317 -0.06 -0.03 0.04
H -4.22296 -2.75531 2.53584 -0.02 -0.11 -0.04
H -2.62069 3.39140 0.90811 0.03 -0.02 0.05
H 5.91233 -0.50444 0.17848 0.00 0.08 0.03
H -3.48067 3.89206 -0.55079 -0.09 -0.01 -0.02
H 2.05985 -2.58065 2.02808 0.05 -0.02 0.07
H 2.89686 0.23019 1.36208 0.11 -0.03 0.08
H 4.06505 -1.11884 1.34235 0.00 -0.01 -0.10
H -0.13096 4.44292 -2.78351 -0.01 0.13 0.05
H 0.58477 3.18173 -4.78748 0.01 -0.01 -0.06
H 0.53002 -1.59343 -2.27056 0.06 -0.26 -0.18
H -5.60302 -2.41187 -0.63622 -0.04 0.02 -0.03
H -0.13095 0.66336 -2.26151 -0.07 0.08 0.04
H 1.02242 5.50569 -1.97444 -0.07 -0.02 0.03
H -1.38296 1.26586 5.46124 0.03 -0.01 0.03
H -5.49205 1.95125 0.20046 0.01 0.07 -0.06
H 2.29217 2.81324 -5.03406 -0.06 0.02 -0.07
H -3.05090 -5.19404 1.07341 -0.09 0.05 0.05
H -4.81419 -3.67425 -1.58175 -0.02 -0.01 -0.03
H 1.87844 -2.74837 5.55434 -0.01 -0.07 -0.02
H -2.05872 0.45295 2.30499 0.04 0.00 0.00
H 2.81627 -1.52532 3.24780 -0.04 -0.01 0.02
H 4.71117 0.78510 -0.05094 0.01 0.01 0.01
H 0.11629 -2.90635 5.61374 -0.03 0.02 -0.05
H -1.75958 3.51128 -0.61867 0.04 0.04 -0.02
H 3.33087 -1.29446 -4.34396 0.02 -0.04 -0.01
H 6.01826 0.56643 -1.21306 -0.05 0.00 -0.04
H -4.10049 -1.13562 1.84389 -0.01 0.04 0.02
H -5.24579 0.20634 0.27719 -0.02 -0.04 0.01
H -3.03007 1.56744 -3.07067 0.01 0.00 -0.05
```
Forces are in eV/Å.

Calculated values
2S+1 ... 2
Highest occupied orbital energy (spin up / spin down) ... -4.39 / -6.15 eV
Kohn-Sham gap (spin up / spin down) ... 4.9 / 6.6 eV
E_LUMO (spin up / spin down) ... 0.48 / 0.48 eV
⟨S²⟩ ... 0.75

Below is a cluster of 7 separate species, C24H53ClNO8 in total, with properties calculated with ωB97M-V/def2-TZVPD.

XYZ file:
```
87
Properties=species:S:1:pos:R:3:forces:R:3
Cl -4.27196 2.17426 0.14803 -0.15 -0.03 -0.19
O 0.30694 -1.95203 4.55436 -0.04 0.13 -0.11
O 2.01275 3.09143 1.76981 0.15 -0.11 -0.01
O -7.67613 0.39870 1.56088 -0.02 0.00 0.03
O 2.33859 2.16035 -0.22423 0.26 -0.07 -0.34
O 5.62620 -0.76893 -7.42940 -0.05 0.10 0.08
O 2.49089 -2.19730 -3.20154 -0.11 -0.05 0.03
O -1.27379 2.59042 3.50689 0.07 0.07 -0.08
O 0.31213 -1.67361 -0.33593 -0.22 0.01 0.03
N -2.58239 2.28844 0.14794 0.10 0.19 0.16
C -0.48809 1.23549 0.17911 0.09 0.40 0.00
C -8.27186 -0.59010 -0.57554 -0.01 0.09 0.04
C 7.20797 0.98094 -7.98717 -0.08 0.01 -0.04
C 1.73339 -0.07929 3.95892 -0.10 -0.02 -0.07
C 2.15896 -2.96777 0.56026 0.02 0.13 -0.05
C -2.31702 2.26280 4.44649 -0.19 -0.14 0.12
C 1.52034 -0.84913 6.34854 -0.06 -0.07 0.00
C 0.69990 -2.57504 0.71354 0.09 -0.17 0.10
C -0.67577 3.61258 0.50625 -0.01 -0.09 -0.06
C -0.21329 -3.78726 0.74685 -0.09 0.09 -0.08
C -6.92994 -1.87096 1.13188 0.02 0.06 0.08
C -8.01022 -0.82666 0.90244 0.03 -0.08 -0.09
C 1.86861 -1.16585 -3.97294 0.05 0.16 0.02
C 1.49274 -0.00958 -3.05876 -0.07 0.00 -0.06
C 1.59972 2.53972 0.62199 -0.02 0.08 0.42
C 2.74313 -0.73050 -5.13422 0.08 -0.15 0.03
C -2.56979 0.76534 4.43791 0.06 0.05 -0.04
C 6.26061 0.41444 -6.94168 0.19 -0.07 0.01
C -1.85056 1.16158 0.03538 0.09 0.09 0.17
C 0.82056 -0.69936 5.00846 0.22 0.01 0.03
C -2.03784 3.50715 0.35990 0.13 -0.27 -0.03
C -3.57191 3.05870 4.12643 0.19 0.08 -0.13
C 0.11158 2.46632 0.43518 -0.47 -0.07 0.04
C 6.97446 0.13202 -5.62793 -0.08 -0.02 0.02
H -6.76720 -2.02764 2.19766 -0.01 0.00 0.01
H 3.31373 -1.84251 -2.84667 0.04 -0.03 -0.02
H 0.94378 0.76704 -3.59549 0.02 -0.01 -0.03
H 0.04156 -4.44710 1.57541 0.02 0.00 0.01
H -2.91871 0.44705 3.44861 -0.05 -0.01 0.00
H -3.33097 0.48777 5.16601 -0.03 0.01 0.00
H -0.24073 4.58019 0.69588 0.02 0.13 0.04
H 2.30726 -3.50926 -0.37691 -0.01 -0.03 0.01
H 2.99196 -1.57798 -5.77049 0.00 0.00 -0.02
H -3.91207 2.79282 3.11929 -0.11 -0.02 0.00
H 3.68351 -0.30968 -4.76735 -0.02 0.06 0.01
H 6.27770 -0.27171 -4.89261 -0.01 0.00 0.00
H -5.98533 -1.53617 0.68867 0.00 -0.02 -0.04
H 2.47922 -3.60812 1.38240 -0.01 -0.02 0.00
H 0.08663 0.33197 0.10597 0.22 -0.46 -0.14
H -3.36861 4.12930 4.14433 0.01 0.00 0.03
H 1.35070 3.04710 2.47450 -0.19 0.10 0.01
H -6.86180 0.72395 1.16556 0.02 -0.02 -0.01
H 0.56656 -1.99557 1.63025 -0.01 -0.01 0.04
H -0.11906 -4.35420 -0.18284 0.03 -0.03 0.01
H 6.67489 1.18140 -8.91584 -0.01 0.00 0.00
H 0.87506 -0.38929 -2.24746 -0.04 0.16 0.06
H 1.05123 -2.55511 4.44757 -0.02 -0.05 0.06
H 2.79650 -2.08296 0.53952 0.00 0.01 0.02
H 2.09269 0.90158 4.27389 0.01 0.00 0.02
H 2.38458 -1.51123 6.24997 0.03 0.03 0.00
H 0.84483 -1.28388 7.08384 -0.01 0.00 0.01
H 2.24579 0.02468 -5.74361 -0.01 0.01 0.01
H -7.19563 -2.82484 0.67668 -0.01 0.00 -0.02
H 1.87137 0.11250 6.72364 0.01 0.01 -0.01
H -1.92930 2.56207 5.41957 0.09 0.05 -0.01
H 5.44631 1.11965 -6.76594 -0.05 -0.01 -0.03
H -1.60188 2.30143 2.64861 0.03 -0.08 0.06
H 8.00203 0.26115 -8.20259 0.03 0.01 0.03
H 2.38254 0.44551 -2.61659 0.02 0.01 -0.03
H -7.36308 -0.22244 -1.06458 0.01 -0.04 -0.02
H 7.42872 1.03528 -5.21897 0.01 0.01 -0.01
H 0.95791 -1.62879 -4.35804 -0.01 -0.03 -0.03
H 1.20356 0.02645 3.00811 -0.01 0.01 0.01
H -0.06385 -0.07077 5.12971 0.29 -0.06 0.08
H 0.40897 -2.13566 -1.17857 0.16 -0.01 -0.01
H -8.93245 -1.14924 1.38565 -0.03 0.01 0.03
H -4.38420 2.84772 4.82029 0.03 -0.05 0.02
H 6.32026 -1.41606 -7.59584 -0.03 -0.05 -0.04
H 7.67220 1.90647 -7.64488 0.01 0.00 0.02
H -8.57541 -1.50852 -1.07755 0.01 -0.02 0.00
H -2.71989 4.33449 0.44560 -0.11 0.10 -0.03
H 2.60369 -0.71746 3.78630 0.03 0.01 0.01
H -9.05415 0.15533 -0.71226 -0.01 0.00 0.01
H 7.76503 -0.60711 -5.78119 0.04 0.02 -0.01
H -1.65658 0.21632 4.66477 -0.31 0.04 -0.09
H -1.25539 -3.48584 0.85613 0.00 0.00 0.03
H -2.37343 0.23260 -0.11618 -0.13 -0.07 -0.07
```
Forces are in eV/Å.

Calculated values
Net charge ... +1
Highest occupied orbital energy ... -11.62 eV
Kohn-Sham gap ... 6.6 eV
E_LUMO ... -5.00 eV

no.,total energy (Eh)
1,-4372.9953
2,-2062.8294